Molecular formula: C4H7N2O
Method: DFT, the ωB97M-V functional and the def2-TZVPD basis

Cartesian coordinates (Å):
C -1.77742 2.50098 -1.53433
C -1.18758 1.92274 -0.65844
C -0.13411 0.74601 0.13196
N 0.18282 1.07551 1.34627
N 0.55156 -0.03549 -0.67913
O 1.36194 -1.06952 -0.13925
C 0.72690 -2.39099 0.19172
H -2.37468 3.34693 -1.78081
H -0.21610 1.93308 1.77106
H 0.81598 0.45792 1.87893
H 0.01204 -0.33848 -1.43581
H 0.66239 -2.51577 1.25898
H 1.57035 -3.12287 0.03097
H -0.19409 -2.51004 -0.38213

lowest unoccupied orbital energy = -4.5 eV
max |F| = 6.3 eV/Å
Kohn-Sham gap = 10.869 eV
M = 99.1 g mol⁻¹
SMILES string = C#CC(=[NH2+])NOC
total charge = +1
relative energy (zero: lowest compared OMol25 entry of this formula, charge and spin) = 6.159 eV